{"formula": "C18H42N7O12", "method": "ωB97M-V/def2-TZVPD", "species": ["N", "O", "O", "O", "C", "O", "C", "O", "O", "C", "H", "H", "H", "H", "H", "H", "C", "C", "O", "N", "C", "H", "H", "H", "H", "H", "H", "H", "C", "C", "O", "N", "C", "H", "H", "H", "H", "H", "H", "H", "C", "C", "O", "N", "C", "H", "H", "H", "H", "H", "H", "H", "O", "C", "N", "C", "H", "H", "H", "H", "H", "O", "C", "N", "C", "H", "H", "H", "H", "H", "O", "C", "N", "C", "H", "H", "H", "H", "H"], "xyz": [[0.4086, 6.4777, 0.8867], [1.2855, 6.8776, 0.0901], [0.6677, 5.7042, 1.7583], [-0.7620, 6.7888, 0.7762], [-1.4195, 12.3789, 11.7303], [-1.1397, 11.4173, 10.7608], [-1.3370, 11.6669, 9.4573], [-1.5874, 12.7697, 9.0517], [-1.3072, 10.5476, 8.7731], [-2.0917, 10.3337, 7.5849], [-0.8038, 12.1890, 12.6094], [-2.4376, 12.3939, 12.1193], [-1.2193, 13.3967, 11.3952], [-2.4514, 11.2352, 7.0889], [-2.9639, 9.7016, 7.7516], [-1.5944, 9.6943, 6.8555], [0.4785, -1.8366, 2.4400], [1.3880, -2.9973, 2.0819], [1.2880, -3.4660, 0.9704], [2.2603, -3.3563, 3.0238], [3.3248, -4.2987, 2.7809], [0.3471, -1.7916, 3.5211], [-0.4784, -2.0609, 1.9686], [0.8831, -0.9197, 2.0115], [2.3695, -2.6902, 3.7750], [4.1733, -4.3639, 3.4620], [3.6922, -4.0270, 1.7914], [2.8529, -5.2786, 2.8534], [-2.0714, 8.7309, -5.4548], [-2.7468, 9.1456, -6.6923], [-2.7110, 10.2839, -7.0506], [-3.3821, 8.1066, -7.3036], [-3.9747, 8.2717, -8.6632], [-2.8134, 8.6173, -4.6645], [-1.3133, 9.4549, -5.1559], [-1.6806, 7.7257, -5.6128], [-3.3614, 7.1694, -6.9277], [-4.6592, 7.4337, -8.7948], [-3.2460, 8.5001, -9.4410], [-4.5647, 9.1645, -8.4563], [-4.6302, 2.2731, -3.2469], [-4.0618, 1.5003, -4.4467], [-3.6447, 2.0302, -5.4866], [-4.0489, 0.1488, -4.3085], [-3.5375, -0.8493, -5.2459], [-4.3488, 1.8146, -2.2989], [-5.6875, 2.0118, -3.2929], [-4.4117, 3.3409, -3.2555], [-4.8821, -0.1071, -3.7981], [-4.3265, -1.3889, -5.7698], [-2.9187, -1.6038, -4.7603], [-2.8888, -0.4200, -6.0095], [-4.9341, 13.1786, -0.1165], [-4.0851, 12.4200, 0.3500], [-4.4081, 11.1809, 0.4476], [-2.6420, 12.8025, 0.5833], [-5.2795, 10.8526, 0.0565], [-3.6662, 10.5091, 0.5830], [-2.1308, 12.7373, -0.3772], [-2.1543, 12.0912, 1.2498], [-2.6576, 13.7861, 1.0527], [-4.1117, 2.6339, 6.6785], [-3.5438, 3.0968, 5.7296], [-2.4016, 3.7363, 5.9621], [-4.0847, 3.0709, 4.3432], [-2.1343, 3.8973, 6.9227], [-1.9725, 4.1662, 5.1552], [-3.3442, 3.4864, 3.6597], [-4.9547, 3.7188, 4.2364], [-4.3980, 2.0780, 4.0203], [6.1760, 1.6244, 1.5973], [6.0177, 1.2012, 2.7116], [4.9312, 1.5494, 3.3909], [7.0567, 0.2849, 3.3382], [4.3436, 2.2141, 2.9082], [4.7830, 1.1692, 4.3148], [7.3553, -0.6642, 2.8929], [6.7996, 0.1326, 4.3864], [8.0024, 0.8254, 3.3778]], "forces_ev_per_a": [[0.374, 0.463, -1.868], [0.112, 0.449, -0.153], [2.029, -2.685, 3.210], [-2.630, 1.762, -1.082], [0.218, 1.513, 0.854], [0.331, -1.706, -0.240], [-1.362, 1.495, 0.538], [0.025, 0.061, -0.543], [0.096, -1.425, -0.431], [-0.547, -0.137, -0.735], [0.253, -0.218, -0.264], [-0.341, -0.492, -0.542], [0.142, -0.090, -0.233], [0.427, 0.215, 0.327], [-0.196, 0.273, 1.016], [0.960, 0.507, 0.242], [-0.087, -0.628, 0.285], [-1.133, 1.446, -0.883], [0.512, -1.055, -0.433], [1.061, 0.581, 2.021], [-0.386, -0.547, -0.742], [-0.063, 0.447, -0.012], [0.038, 0.219, 0.069], [-0.045, 0.028, 0.193], [-0.112, -0.240, -0.033], [-0.364, 0.866, 0.382], [0.223, -0.831, -0.157], [0.355, -0.277, -0.704], [0.287, -0.815, 1.049], [0.104, -1.642, 0.913], [-0.474, 1.681, -1.565], [-0.198, -0.279, -1.839], [-0.418, 0.845, 2.487], [0.012, 0.202, 0.181], [-0.087, -0.246, -0.043], [0.485, 0.107, 0.292], [0.358, 0.401, 0.087], [0.332, 0.069, -0.572], [-0.062, -0.477, 0.007], [-0.325, 0.139, -0.982], [-0.151, -1.227, -0.387], [1.465, 1.428, -2.179], [-0.407, -0.216, 1.675], [-0.749, -0.796, 0.655], [0.174, 0.161, -0.429], [0.519, 0.135, -0.073], [-0.441, 0.758, -0.026], [-0.205, -0.294, -0.241], [0.393, -0.670, 0.368], [-0.215, 0.160, 0.020], [-0.126, 0.128, 0.445], [-0.248, 0.457, 0.163], [0.453, 1.089, 0.544], [-0.412, 3.150, -2.087], [0.237, -4.579, 0.890], [-0.513, -0.278, 0.703], [0.153, 0.247, 0.107], [-0.316, -0.216, 0.116], [-0.003, 0.458, 0.054], [0.050, 0.046, 0.074], [0.395, 0.032, -0.404], [-1.766, -1.400, 1.368], [-0.460, 0.169, 0.467], [1.273, 0.885, -1.396], [0.242, 0.346, -1.035], [0.098, 0.019, -0.402], [0.524, 0.271, 0.622], [-0.018, -0.267, -0.281], [-0.057, 0.014, 0.391], [0.215, -0.001, 0.202], [0.530, 0.461, -1.428], [1.194, -1.087, -1.079], [-0.480, -0.320, 1.352], [0.321, 0.499, 1.410], [-0.273, -0.094, 0.463], [-0.410, 0.502, -0.273], [-0.849, 0.105, -0.457], [0.024, -0.390, 0.122], [-0.060, 0.338, -0.132]], "mulliken_charge": [1.020, -0.681, -0.656, -0.684, -0.665, -0.322, 0.822, -0.557, -0.311, -0.645, 0.244, 0.273, 0.314, 0.317, 0.270, 0.259, -0.965, 0.656, -0.620, -0.227, -0.818, 0.334, 0.275, 0.245, 0.238, 0.341, 0.291, 0.249, -1.050, 0.717, -0.609, -0.222, -0.803, 0.263, 0.292, 0.327, 0.233, 0.343, 0.230, 0.279, -1.113, 0.731, -0.630, -0.224, -0.841, 0.348, 0.304, 0.301, 0.230, 0.282, 0.287, 0.326, -0.669, 0.632, -0.369, -0.880, 0.229, 0.211, 0.250, 0.332, 0.264, -0.633, 0.642, -0.390, -0.839, 0.219, 0.208, 0.323, 0.227, 0.243, -0.603, 0.669, -0.404, -0.892, 0.246, 0.193, 0.260, 0.287, 0.245], "max_force_ev_per_a": 4.67, "total_charge": -1, "gap_ev": 6.0, "homo_energy_ev": -4.37, "e_tot_ha": -1997.2009, "relative_energy_kcal_mol": 91.1}